Here is a gas-phase ion, C6H11N2 (charge +1) at a distorted geometry from OMol25. Energies are from ωB97M-V with the def2-TZVPD basis set.

The SMILES is [H]/N=C1/C[NH2+]CC12CC2. The calculation puts the energy relative to the best compared isomer or geometry (same formula, charge and spin) at 290.4 kJ/mol. The charge is +1. The total energy comes out at -344.40454 Ha.

The geometry in XYZ format:
```
19
C6H11N2 ωB97M-V with the def2-TZVPD basis set
H -2.76 -0.02 0.13
N -2.26 0.85 0.19
C -1.01 0.58 0.14
C -0.16 1.81 0.21
N 1.28 1.35 -0.05
C 1.20 -0.02 -0.70
C -0.11 -0.55 -0.07
C -0.71 -1.88 -0.45
C -0.03 -1.68 0.90
H -0.44 2.48 -0.67
H -0.17 2.51 1.07
H 1.84 1.89 -0.71
H 1.67 1.31 0.84
H 2.02 -0.57 -0.38
H 1.24 0.28 -1.70
H -0.13 -2.59 -1.10
H -1.89 -2.01 -0.59
H -0.56 -1.69 1.95
H 0.97 -2.05 1.00
```

***

Here is a gas-phase ion, C6H11N2 (charge +1) from OMol25. Energies are from ωB97M-V with the def2-TZVPD basis set.

The SMILES is C=CN1CC[NH+]=C1C. The calculation puts the energy relative to the best compared isomer or geometry (same formula, charge and spin) at 39.5 kJ/mol. The charge is +1. The total energy comes out at -344.50009 Ha.

The geometry in XYZ format:
```
19
C6H11N2 ωB97M-V with the def2-TZVPD basis set
C 1.64 -0.32 -2.19
C 0.56 -0.63 -1.49
N 0.22 -0.03 -0.27
C 1.04 1.01 0.35
C 0.29 1.33 1.65
N -0.87 0.45 1.56
C -0.85 -0.29 0.46
C -1.89 -1.28 0.13
H 1.83 -0.83 -3.12
H 2.35 0.43 -1.90
H -0.13 -1.39 -1.81
H 1.11 1.87 -0.32
H 2.05 0.62 0.53
H 0.87 1.10 2.54
H -0.03 2.37 1.70
H -1.58 0.42 2.26
H -1.47 -2.27 0.04
H -2.36 -1.03 -0.82
H -2.66 -1.30 0.90
```

***

Here is a gas-phase ion, C6H11N2O2 (charge +1) at a distorted geometry from OMol25. Energies are from ωB97M-V with the def2-TZVPD basis set.

The calculation puts the energy relative to the best compared isomer or geometry (same formula, charge and spin) at 538.5 kJ/mol. The charge is +1. The total energy comes out at -494.81317 Ha.

The geometry in XYZ format:
```
21
C6H11N2O2 ωB97M-V with the def2-TZVPD basis set
C -0.67 -1.12 -0.66
C -0.59 3.10 -0.02
C 0.86 -1.29 0.09
C 1.46 0.03 0.06
C -1.80 1.04 -0.23
C 0.79 -1.94 1.41
N -1.62 -0.35 -0.61
N -0.58 1.87 -0.13
O 1.94 0.56 -1.07
O -2.60 1.62 -1.17
H -0.78 -2.03 -1.22
H -1.49 3.76 -0.08
H 0.25 3.71 0.31
H 1.49 -1.80 -0.63
H 1.57 0.69 0.98
H -2.42 1.15 0.78
H -0.25 -2.37 1.50
H 1.21 -1.28 2.15
H 1.32 -2.90 1.33
H 2.24 1.48 -1.11
H -3.47 1.34 -1.17
```

***

Here is a gas-phase ion, C6H11N2O2 (charge +1) at a distorted geometry from OMol25. Energies are from ωB97M-V with the def2-TZVPD basis set.

The SMILES is C[N+](C)(C)c1co[nH]c1=O. The calculation puts the energy relative to the best compared isomer or geometry (same formula, charge and spin) at 453.4 kJ/mol. The charge is +1. The total energy comes out at -494.84558 Ha.

The geometry in XYZ format:
```
21
C6H11N2O2 ωB97M-V with the def2-TZVPD basis set
C 1.80 -0.58 0.61
N 0.67 -0.21 -0.34
C 1.07 1.07 -1.00
C 0.31 -1.20 -1.29
C -0.60 0.11 0.47
C -1.03 -0.39 1.68
O -2.29 -0.04 2.03
N -2.68 0.90 1.07
C -1.71 1.00 0.07
O -1.87 1.57 -0.98
H 2.61 -1.06 0.13
H 2.19 0.32 1.07
H 1.54 -1.35 1.25
H 0.97 1.88 -0.35
H 2.05 0.99 -1.24
H 0.50 1.24 -1.84
H 1.08 -1.29 -1.96
H -0.08 -2.08 -0.75
H -0.53 -0.97 -1.85
H -0.35 -0.82 2.40
H -3.63 0.90 0.82
```